{"formula": "C2H4N4O2", "method": "wB97M-V/def2-TZVPD", "symbols": ["C", "C", "H", "H", "H", "H", "N", "N", "N", "N", "O", "O"], "positions_angstrom": [[0.1801, -0.3545, 0.0798], [-0.7461, 0.6899, 1.6524], [-1.6087, -1.6759, -1.1515], [-0.6876, -1.8045, -2.6009], [-1.4413, 1.1132, 2.3505], [2.4624, 1.6154, -0.3771], [-0.6277, -1.6887, -1.6159], [0.2237, -0.7598, -1.1345], [-1.0121, -0.2781, 0.8619], [1.2509, 0.4915, 0.6154], [0.5139, 1.1819, 1.6911], [1.4926, 1.4696, -0.3712]], "largest_force_ev_per_a": 4.0, "smiles": "N/N=c1\\ncon1O", "e_above_lowest_kj_mol": 379.9, "homo_energy_ev": -8.328, "e_lumo_ev": 0.77, "charge": 0, "spin_multiplicity": 1, "homo_lumo_gap_ev": 9.10}